Entry 1:
ORCA calculation (the ωB97M-V functional and the def2-TZVPD basis) on a cluster of 2 separate species, C3H7NO in total in a non-equilibrium geometry.

Element x y z (Å)
C: -1.4064 2.1490 -0.9217
N: -0.7593 1.1778 -0.3492
C: -0.1611 0.2092 -1.2627
H: -1.7036 2.9172 -0.2753
H: -1.6901 2.2835 -1.9796
H: 0.0503 -0.6698 -0.5273
H: -0.9246 -0.0417 -1.9876
H: 0.8096 0.5887 -1.7031
C: 1.4347 -2.1833 2.2446
O: 2.2489 -1.4026 1.6394
H: 0.9005 -1.7392 3.1820
H: 1.2013 -3.2888 1.9406

Results
Electronic energy ... -248.398885 hartree
Kohn-Sham gap ... 10.162 eV
Energy relative to the best compared isomer or geometry (same formula, charge and spin) ... 80.1 kcal/mol
Highest occupied orbital energy ... -9.717 eV



Entry 2:
ORCA calculation (the ωB97M-V functional and the def2-TZVPD basis) on a structure of composition C63H157AsF6N19O11P4 in a non-equilibrium geometry.

Element x y z (Å)
As: -1.5518 -0.2463 -0.1104
F: -3.3381 -0.2884 -0.2593
F: -1.6002 -1.0757 1.4681
F: 0.2608 -0.1955 0.1737
F: -1.1990 0.3268 -1.7956
F: -1.4993 1.4245 0.4744
F: -1.4697 -1.9504 -0.7085
C: -4.5238 4.7436 1.5773
O: -5.3851 5.3991 2.0351
N: -4.4670 4.7803 0.1801
C: -3.4646 3.9842 -0.4341
C: -5.3758 5.5823 -0.7273
H: -3.8964 4.0102 2.1070
H: -2.6605 4.6675 -0.7071
H: -3.8277 3.4183 -1.2920
H: -3.0555 3.3529 0.3547
H: -4.7155 6.2825 -1.2389
H: -6.0453 4.9971 -1.3576
H: -5.9313 6.3876 -0.2467
C: 3.9613 -3.5002 2.3437
O: 4.9941 -3.9419 2.8476
N: 2.6898 -4.0029 2.1788
C: 1.6281 -3.1399 1.6526
C: 2.3291 -5.1986 2.9093
H: 3.9857 -2.5274 1.8287
H: 1.1963 -2.6724 2.5376
H: 0.8396 -3.4943 0.9887
H: 2.1934 -2.4422 1.0348
H: 2.3385 -6.0469 2.2249
H: 3.1190 -5.3572 3.6434
H: 1.3164 -5.0313 3.2762
C: 2.5018 1.3853 4.5938
O: 3.2145 1.4148 5.6010
N: 1.9075 0.1857 4.1672
C: 0.7679 0.2129 3.2250
C: 2.3090 -1.1220 4.7194
H: 2.2280 2.2951 4.0374
H: 0.3924 1.2341 3.1601
H: 0.0929 -0.4314 3.7884
H: 1.0024 -0.1389 2.2203
H: 2.7856 -1.7108 3.9356
H: 3.2196 -1.2135 5.3114
H: 1.7178 -1.6916 5.4364
C: -8.2288 2.6301 0.7879
O: -9.4247 2.8103 1.0498
N: -7.3621 1.9184 1.5250
C: -7.7647 1.4281 2.8132
C: -6.0342 1.4849 1.0231
H: -7.6746 2.9958 -0.0903
H: -7.2356 0.4757 2.7820
H: -8.8146 1.1526 2.9127
H: -7.2881 1.8909 3.6774
H: -5.5321 2.1784 0.3485
H: -5.2780 1.4499 1.8074
H: -6.1678 0.4966 0.5833
O: -1.5055 5.1742 -5.6653
P: -2.5321 4.5236 -6.4986
N: -3.6535 5.5712 -7.2956
C: -4.0872 6.8271 -6.7197
C: -4.1846 5.3586 -8.6500
N: -3.5588 3.3850 -5.6375
C: -4.5210 2.6029 -6.4400
C: -3.2419 2.7361 -4.4023
N: -1.6479 3.6183 -7.6643
C: -1.0788 4.3599 -8.7903
C: -1.1232 2.3122 -7.1909
H: -3.4425 6.9411 -5.8482
H: -5.1489 6.9195 -6.4905
H: -3.9315 7.5237 -7.5435
H: -3.9722 4.3617 -9.0363
H: -3.6679 6.0274 -9.3383
H: -5.2550 5.5566 -8.5946
H: -4.3782 2.6878 -7.5172
H: -4.5042 1.5242 -6.2843
H: -5.5182 3.0044 -6.2601
H: -2.1670 2.7048 -4.2247
H: -3.7536 3.3300 -3.6450
H: -3.6383 1.7484 -4.1668
H: -1.7999 4.3300 -9.6071
H: -0.7981 5.2820 -8.2812
H: -0.1415 3.9275 -9.1406
H: -1.9682 1.6532 -6.9911
H: -0.5935 2.4927 -6.2556
H: -0.4698 1.7710 -7.8753
O: 6.0635 3.5957 -1.2005
P: 6.1314 3.3567 0.2153
N: 6.2736 4.7025 1.2206
C: 5.5129 5.9267 0.9305
C: 6.6086 4.6577 2.6230
N: 7.5058 2.4389 0.5075
C: 8.8548 2.9297 0.6626
C: 7.4865 1.0472 0.2760
N: 4.7917 2.5555 0.8910
C: 4.7031 1.8518 2.1739
C: 3.6877 2.4365 -0.0089
H: 5.2569 5.9678 -0.1282
H: 6.2397 6.7280 1.0635
H: 4.6597 6.0648 1.5947
H: 6.5427 5.6508 3.0674
H: 7.5571 4.1678 2.8431
H: 5.9055 4.0885 3.2312
H: 9.2477 2.2619 1.4293
H: 9.5399 2.8102 -0.1767
H: 8.8183 3.9775 0.9609
H: 8.4506 0.6046 0.0253
H: 7.3156 0.6907 1.2918
H: 6.6953 0.6849 -0.3804
H: 4.0149 2.3812 2.8329
H: 4.4434 0.7936 2.1450
H: 5.6812 1.7919 2.6512
H: 4.1218 2.0528 -0.9322
H: 3.3323 3.4455 -0.2183
H: 2.9379 1.8339 0.5037
O: -1.7531 -10.2601 0.4274
P: -1.6192 -9.3442 1.6300
N: -0.5006 -8.0378 1.3113
C: 0.8281 -8.2813 0.6873
C: -0.7287 -6.6922 1.8203
N: -1.0852 -10.0399 3.1411
C: 0.1797 -9.6684 3.8737
C: -1.8181 -11.1590 3.7185
N: -3.0418 -8.5807 2.0893
C: -4.1458 -8.5016 1.0714
C: -3.5429 -8.3782 3.4318
H: 0.7585 -8.8430 -0.2442
H: 1.5321 -8.8148 1.3259
H: 1.3778 -7.3611 0.4889
H: -0.2822 -6.5848 2.8089
H: -1.7687 -6.3670 1.8482
H: -0.2863 -6.0342 1.0724
H: 0.2137 -8.5791 3.8565
H: 0.0400 -9.8178 4.9444
H: 0.9839 -10.2787 3.4629
H: -2.6886 -11.4422 3.1268
H: -1.2172 -12.0426 3.9341
H: -2.2385 -10.8616 4.6791
H: -3.7496 -8.4671 0.0565
H: -4.7983 -9.3726 1.0117
H: -4.6873 -7.5786 1.2786
H: -2.9349 -7.6806 4.0078
H: -3.5862 -9.3585 3.9066
H: -4.5773 -8.0350 3.4416
O: 2.6258 7.9246 1.6206
P: 1.7910 7.2015 2.6373
N: 2.6067 6.9268 4.0619
C: 1.9659 6.1998 5.2216
C: 4.0577 7.0812 4.1422
N: 1.3313 5.6835 2.0877
C: 2.2525 4.5011 2.4112
C: 0.7634 5.4556 0.7838
N: 0.4199 8.0408 3.1087
C: -0.9731 7.6083 2.7892
C: 0.5836 9.4683 3.5480
H: 1.8074 6.8809 6.0577
H: 2.6258 5.4163 5.5942
H: 0.9772 5.8184 4.9663
H: 4.3296 6.0289 4.0599
H: 4.3482 7.3754 5.1508
H: 4.4643 7.7817 3.4127
H: 3.2452 4.5954 1.9711
H: 2.4279 4.3042 3.4688
H: 1.8085 3.5876 2.0156
H: 1.5132 5.6114 0.0082
H: 0.4413 4.4166 0.7147
H: 0.0728 6.2946 0.6992
H: -0.9593 6.7949 2.0636
H: -1.3766 7.2486 3.7357
H: -1.5186 8.4840 2.4373
H: -0.3756 9.7272 3.9962
H: 0.8655 10.1075 2.7113
H: 1.3381 9.5692 4.3281
C: 4.0441 -2.4886 -2.1274
C: 4.7600 -3.8069 -2.6708
C: 4.8201 -4.8895 -1.5565
C: 3.4641 -5.5534 -1.3941
C: 2.9552 -6.1345 -2.7247
C: 2.7314 -5.0967 -3.7693
N: 4.0505 -4.3830 -3.8796
O: 4.1207 -3.5618 -5.0043
C: 2.5885 -5.7700 -5.1585
C: 1.5628 -4.2028 -3.2869
C: 6.2225 -3.3651 -3.0465
H: 4.6774 -1.9337 -1.4352
H: 3.1921 -2.6414 -1.4649
H: 3.9357 -1.7606 -2.9314
H: 5.5157 -5.6173 -1.9744
H: 5.2472 -4.5629 -0.6083
H: 2.7304 -4.8666 -0.9722
H: 3.4504 -6.4448 -0.7669
H: 1.9559 -6.5318 -2.5468
H: 3.6099 -6.9635 -2.9933
H: 2.3703 -5.0730 -5.9676
H: 3.4388 -6.3306 -5.5468
H: 1.7144 -6.4141 -5.0631
H: 1.4353 -3.3831 -3.9940
H: 0.7005 -4.8694 -3.3011
H: 1.5495 -3.9344 -2.2306
H: 6.8228 -3.3975 -2.1373
H: 6.3297 -2.2893 -3.1847
H: 6.7156 -3.9708 -3.8069
H: 3.2446 -3.1695 -4.9892
C: 0.4750 3.2756 8.3011
C: -0.3644 2.6448 7.2071
C: 0.1301 1.0714 7.3094
C: -0.9573 0.1597 6.6974
C: -2.2824 0.3209 7.3222
C: -2.8478 1.7703 7.3129
N: -1.7526 2.7284 7.7622
O: -2.2226 4.0362 7.8988
C: -3.4169 2.1289 5.9574
C: -3.9543 1.8202 8.4100
C: -0.2005 3.3950 5.9146
H: 1.5526 3.1153 8.2666
H: 0.2918 2.9109 9.3118
H: 0.3961 4.3596 8.2193
H: 0.9861 0.8559 6.6700
H: 0.2157 0.6635 8.3166
H: -0.6026 -0.8668 6.7890
H: -1.0755 0.2944 5.6222
H: -2.1555 -0.1227 8.3096
H: -2.9946 -0.3221 6.8050
H: -3.5140 3.2122 6.0302
H: -2.7826 1.9095 5.0986
H: -4.3658 1.6432 5.7301
H: -4.1169 2.8181 8.8173
H: -4.9069 1.3705 8.1300
H: -3.5486 1.3247 9.2920
H: -0.8697 2.8357 5.2609
H: 0.8281 3.5084 5.5721
H: -0.6334 4.3944 5.8732
H: -2.4150 4.0180 8.8391
C: -3.4431 -5.0946 -7.5264
C: -2.0621 -4.8832 -7.0394
C: -0.8783 -4.7415 -8.0784
C: -0.8383 -3.4582 -8.8582
C: -0.6723 -2.2699 -7.8087
C: -1.7901 -2.2436 -6.6637
N: -1.9278 -3.6254 -6.1178
O: -2.6353 -3.7581 -4.9266
C: -1.2991 -1.4221 -5.4739
C: -3.2225 -1.6288 -7.0609
C: -1.7547 -6.0783 -6.1711
H: -4.1002 -4.7098 -6.7465
H: -3.6200 -6.1191 -7.8538
H: -3.8403 -4.6105 -8.4186
H: 0.1356 -4.8949 -7.7087
H: -0.9437 -5.6523 -8.6735
H: -1.6398 -3.2656 -9.5714
H: 0.1299 -3.5090 -9.3564
H: -0.6419 -1.3610 -8.4097
H: 0.2739 -2.3842 -7.2799
H: -0.6410 -1.9756 -4.8041
H: -0.7067 -0.5424 -5.7258
H: -2.0410 -0.8890 -4.8794
H: -3.7211 -2.4755 -7.5328
H: -3.7636 -1.1644 -6.2366
H: -2.9647 -0.9138 -7.8421
H: -1.5959 -7.0256 -6.6863
H: -2.5686 -6.2683 -5.4713
H: -0.8383 -5.9521 -5.5946
H: -1.8396 -3.9495 -4.4248

Results
Electronic energy ... -8562.954336 hartree
Net charge ... -1
Kohn-Sham gap ... 8.253 eV
Highest occupied orbital energy ... -6.463 eV



Entry 3:
ORCA calculation (the ωB97M-V functional and the def2-TZVPD basis) on the ion C4H8NO2 with charge +1 in a non-equilibrium geometry.

Element x y z (Å)
C: -1.8905 1.4839 -0.3780
C: -1.0678 0.3701 0.1871
O: -1.5883 -0.5631 0.9196
C: 0.2718 0.1661 -0.1036
C: 0.9023 -0.9919 0.3636
N: 2.4905 -1.0491 -0.1657
O: 0.6069 -1.9710 0.9515
H: -2.8240 0.9615 -0.7297
H: -1.3809 2.0337 -1.1369
H: -2.1600 2.1581 0.4665
H: -2.5093 -0.5267 0.8818
H: 0.8655 1.0140 -0.5222
H: 3.0435 -0.7236 0.6120
H: 2.5901 -0.3952 -0.9635
H: 2.6501 -1.9666 -0.3828

Results
Electronic energy ... -362.178384 hartree
Net charge ... +1
Kohn-Sham gap ... 10.034 eV
Energy relative to the best compared isomer or geometry (same formula, charge and spin) ... 22.0 kcal/mol
Highest occupied orbital energy ... -14.005 eV



Entry 4:
ORCA calculation (the ωB97M-V functional and the def2-TZVPD basis) on a structure of composition C31H62BiP2Si2 in a non-equilibrium geometry.

Element x y z (Å)
Bi: 1.0750 0.2983 -0.4196
C: -0.0262 2.5152 -3.1014
C: -0.5158 3.4091 -2.0961
C: 1.7806 3.2667 -1.8736
C: 1.3982 2.4421 -2.9735
C: 0.6035 3.8611 -1.3365
C: -0.8348 1.8000 -4.1166
H: -1.9006 1.8352 -3.8600
H: -0.5139 0.7484 -4.2203
H: -0.7282 2.2750 -5.1066
C: 2.3333 1.6564 -3.8228
H: 1.7840 0.9805 -4.4948
H: 3.0668 1.0850 -3.2202
H: 2.9245 2.3370 -4.4604
C: 3.1728 3.4668 -1.3814
H: 3.7405 4.1114 -2.0733
H: 3.7227 2.5114 -1.3043
H: 3.1642 3.9834 -0.4109
C: 0.5605 4.7957 -0.1906
H: 0.8746 5.8080 -0.4968
H: 1.2488 4.4775 0.6125
H: -0.4576 4.8880 0.2119
C: -1.9144 3.8372 -1.8906
H: -2.1184 4.8233 -2.3445
H: -2.1319 3.9428 -0.8159
H: -2.6229 3.1324 -2.3491
C: -4.7452 -3.5222 1.0921
C: -5.5597 -2.7566 0.3540
C: -6.7650 -2.0048 0.8336
C: -6.7535 -1.5295 2.3158
C: -5.5309 -0.7820 2.7456
C: -4.3948 -1.2931 3.2330
C: -4.0605 -2.7361 3.4519
C: -4.8250 -3.7621 2.5685
H: -7.6703 -2.6204 0.7035
H: -6.9442 -2.3863 2.9701
H: -6.9103 -1.1298 0.1828
H: -5.8630 -3.8203 2.9125
H: -3.9698 -4.1156 0.5919
H: -5.4315 -2.7319 -0.7340
H: -4.3734 -4.7468 2.7700
H: -2.9798 -2.8729 3.2959
H: -3.6152 -0.6003 3.5711
H: -4.2449 -2.9990 4.5050
H: -7.6096 -0.8472 2.4332
H: -5.6461 0.3070 2.6979
P: -1.5273 -0.7082 -0.4563
P: -0.0793 1.1067 1.8509
C: -1.8344 -1.0880 1.3566
C: -0.7906 -0.5356 2.3498
H: -1.8959 -2.1752 1.4298
H: -2.8427 -0.7182 1.5828
H: -1.2222 -0.3952 3.3380
H: 0.0541 -1.2282 2.4221
C: 1.3097 1.4730 2.9628
H: 1.6129 2.5269 2.8220
H: 2.1570 0.7868 2.8058
H: 0.9188 1.3447 3.9927
C: -1.3160 2.3576 2.3468
H: -1.5986 2.1209 3.3812
H: -2.2035 2.3459 1.6956
H: -0.8426 3.3517 2.3398
C: -1.4008 -2.3220 -1.2716
H: -1.2851 -2.1693 -2.3560
H: -2.3493 -2.8625 -1.0830
H: -0.5697 -2.9180 -0.8776
C: -3.1195 -0.0949 -1.1489
H: -3.3722 0.9156 -0.7950
H: -3.9327 -0.7847 -0.8857
H: -3.0297 -0.0959 -2.2460
C: 2.9665 -3.6040 -0.2755
Si: 3.2881 -2.0607 -1.3124
C: 4.9318 -1.9533 -2.2315
C: 2.0911 -2.1434 -2.7770
C: 3.1340 -0.7001 0.0336
Si: 4.8045 0.0927 0.6237
C: 5.9083 0.8770 -0.7136
C: 4.6367 1.4900 1.8975
C: 5.5297 -1.4354 1.5130
H: 3.2611 -4.5104 -0.8276
H: 1.8912 -3.6585 -0.0419
H: 3.5070 -3.5727 0.6837
H: 4.9986 -2.8285 -2.8987
H: 4.9493 -1.0459 -2.8618
H: 5.8150 -1.9668 -1.5756
H: 1.1117 -2.5787 -2.5057
H: 1.9639 -1.1774 -3.2896
H: 2.5425 -2.8343 -3.5069
H: 2.7308 -1.2399 0.9215
H: 5.6287 1.9320 -0.8834
H: 6.9541 0.8742 -0.3593
H: 5.8749 0.3549 -1.6792
H: 4.1868 1.1177 2.8383
H: 5.6372 1.8836 2.1485
H: 4.0460 2.3243 1.4809
H: 4.7604 -1.8076 2.2177
H: 5.7740 -2.2393 0.7961
H: 6.4428 -1.1617 2.0695

Results
Electronic energy ... -2694.400659 hartree
Net charge ... +1
Kohn-Sham gap (alpha / beta) ... 6.071 / 5.460 eV
Energy relative to the best compared isomer or geometry (same formula, charge and spin) ... 0.0 kcal/mol
Highest occupied orbital energy (alpha / beta) ... -9.592 / -9.032 eV